The following is a quantum chemistry calculation of a structure of composition C28H58AlO6, from the Open Molecules 2025 dataset.

Total charge: -1
Orbital gap in eV: 5.40
Lowest unoccupied orbital energy in eV: 2.390

XYZ file:
```
93
Properties=species:S:1:pos:R:3:forces:R:3
H -3.8737 -2.9248 -4.5022 0.007 -0.032 -0.083
H 5.8560 -4.2888 2.0393 -0.031 0.031 0.002
C 2.8681 2.1657 -4.8565 -0.166 0.139 0.298
C 3.0943 0.3687 -3.3880 0.188 0.032 0.232
C 2.5757 -4.8591 1.9180 -0.209 0.043 0.229
H 3.6001 2.8966 -5.2089 0.012 0.022 0.076
C -5.7120 -4.3848 -2.9043 -0.223 0.182 0.012
C 2.6765 4.5548 6.6710 0.101 -0.186 0.194
H -2.6713 0.9888 3.3172 0.212 0.187 -0.345
H -2.5515 0.3562 -1.3194 -0.016 -0.073 -0.017
H -4.8729 -3.3903 -1.1467 0.098 0.026 -0.012
C 4.0786 -3.4253 2.9788 -0.076 0.333 -0.121
H -4.6317 -5.8419 -4.0636 -0.005 0.028 -0.025
C 2.8892 0.6563 1.7659 -2.186 0.001 -0.045
C 3.9419 -5.0633 1.2888 0.037 0.043 -0.325
C 4.8675 -4.5840 2.3919 0.130 -0.174 0.247
H 2.5321 0.1086 -2.4903 0.015 0.213 0.049
C -4.9248 -4.7908 -4.1382 0.047 -0.256 -0.090
C 2.0240 1.9060 2.0444 1.391 -0.814 0.990
H -4.3643 2.5954 1.2701 0.388 -0.310 -0.126
H -1.2954 0.7170 0.7921 -0.146 0.457 0.069
H -5.9483 0.1723 1.1936 0.265 -0.216 -0.101
C 3.5376 5.0725 4.5384 0.013 -0.238 -0.173
H 3.8836 0.6597 -6.0223 -0.019 0.053 -0.021
C -2.7739 -0.2548 -2.1991 0.058 0.185 0.342
H 2.7331 2.7566 2.1304 -0.337 -0.375 0.458
H -6.4290 -5.1358 -2.5722 0.028 0.008 0.009
H 1.3936 1.6008 -0.8769 0.109 -0.095 -0.269
H 2.7085 -1.1601 -4.9046 0.034 0.017 0.027
H 4.1186 -6.0951 0.9823 -0.024 0.007 0.024
H -3.7315 1.4934 -3.1270 0.046 0.014 0.009
C 2.8689 0.8887 -5.6800 0.254 -0.050 -0.196
H -4.3240 -5.0625 -1.3779 -0.084 0.002 0.054
C -5.1142 0.1044 0.4718 0.334 0.029 -0.613
C -3.1008 0.6410 -3.3818 -0.193 -0.097 -0.221
H 4.2875 -3.2684 4.0389 -0.116 -0.003 0.008
O -0.8376 -0.0362 -3.5475 -0.334 0.011 -0.057
C 3.3920 5.6696 5.9286 -0.025 0.280 0.020
O 3.1735 1.7942 -3.5116 0.068 -0.169 -0.381
H 4.3472 5.9531 6.3725 -0.008 -0.017 -0.022
H -2.8116 -4.3468 -4.4836 0.040 0.049 0.073
H -5.4694 -4.6551 -5.0726 0.022 0.021 0.016
H 4.9935 -5.3717 3.1416 0.025 0.015 -0.025
C 2.4263 -0.1368 -4.6516 -0.364 -0.126 -0.056
H 0.8071 4.5579 5.5644 -0.037 -0.044 0.090
C -1.6051 2.5296 2.0699 0.435 -1.347 0.301
H 2.2203 0.9477 -6.5555 -0.010 0.014 0.032
H 3.5487 5.8300 3.7531 -0.044 -0.072 -0.048
C -4.0717 1.6876 1.8343 -0.168 -0.184 1.235
H -4.9392 1.4608 2.5018 0.263 0.213 -0.259
O 2.4198 4.2042 4.3457 0.107 0.255 0.401
C -1.7159 1.0505 -3.8561 0.275 0.170 0.152
H 1.4538 1.8347 2.9957 -0.025 0.171 -0.368
C -1.5160 -0.9548 -2.6778 0.132 -0.212 -0.130
C -4.6039 -4.1379 -1.8948 0.221 -0.087 0.111
O -3.8931 0.5431 1.0153 -0.411 0.200 0.226
H 4.2810 -2.4933 2.4416 -0.007 0.013 0.041
H -3.5719 -0.9507 -1.9381 0.061 -0.048 -0.070
C 2.2909 -0.5133 1.2646 1.374 0.355 0.614
H -3.2056 2.6679 3.5182 0.053 -0.423 -0.182
H 4.0481 -4.4224 0.4097 -0.026 -0.018 0.027
H 1.5344 2.9465 5.7256 0.003 -0.001 -0.110
C -2.8584 1.9232 2.7672 -0.512 1.019 -0.604
H 1.7980 -4.6572 1.1797 -0.022 0.072 0.061
H 4.4513 4.4727 4.4564 0.065 0.078 0.003
H -1.3584 1.9367 -3.3214 -0.055 0.031 -0.013
O -3.4674 -3.6838 -2.6367 -0.268 -0.179 -0.098
H 3.3955 3.7882 6.9742 -0.035 0.013 0.004
H -0.7716 2.4327 2.7987 -0.412 0.209 -0.118
H -3.6080 0.0609 -4.1611 -0.004 0.044 -0.011
C -3.6989 -3.8994 -4.0327 0.089 0.260 0.031
H -5.3827 0.7133 -0.4144 -0.043 -0.145 0.233
H -0.8543 -1.2358 -1.8574 0.068 0.085 -0.047
H 2.7563 6.5590 5.8900 0.033 -0.014 -0.005
H 2.4665 -0.7988 0.2166 1.129 -1.023 0.858
H 2.2769 -5.7330 2.5099 -0.010 -0.075 -0.081
H 1.6616 -1.1269 1.9191 -1.304 0.966 -0.864
H 3.9753 0.7401 1.9417 -0.092 0.604 -1.886
H -6.2556 -3.4560 -3.0988 0.004 -0.030 0.026
Al 0.8224 2.3394 0.4194 -0.537 -0.295 0.273
H -1.7249 2.2689 -0.0744 0.129 -0.597 0.216
H 4.1170 -0.0173 -3.2886 -0.017 -0.081 -0.006
H -1.7232 3.6137 1.9075 -0.135 -0.376 -0.078
O 2.6910 -3.7431 2.8045 0.265 -0.267 -0.060
H -1.7568 -1.8531 -3.2558 -0.025 -0.037 0.079
H -1.6805 1.2537 -4.9295 0.072 -0.051 -0.006
C -1.1509 1.8108 0.7637 0.446 1.042 0.048
H 0.7983 3.9543 0.2609 0.034 0.255 0.006
C 1.7542 4.0072 5.5943 -0.170 0.046 -0.247
H 2.1408 4.8899 7.5600 -0.007 -0.006 -0.026
H 1.3411 -0.0990 -4.5297 0.049 -0.046 0.037
H -4.9439 -0.9293 0.1284 -0.289 0.318 0.206
H 1.8779 2.6355 -4.8579 -0.003 0.030 -0.104
```
Forces are in eV/Å.